ORCA calculation (wB97M-V/def2-TZVPD) on a structure of composition C18H27BBrNO22S.

Geometry as ORCA input:
```
! wB97M-V def2-TZVPD RIJCOSX def2/J DEFGRID3
* xyz 0 1
N 1.3954 2.5532 1.7229
B 0.6061 3.4876 1.0210
O 0.7221 4.8463 0.9840
O -0.5256 2.9043 0.3326
S -1.9235 3.6679 0.2600
O -2.6699 2.8961 -0.7034
O -2.4845 3.0829 1.7340
Br -3.2180 4.3889 2.7729
H 1.0115 1.6194 1.6474
H 2.3886 2.4903 1.5464
H 1.5802 5.1687 0.6860
C 4.0093 7.5979 -1.0376
C 5.2300 7.8807 -0.1793
O 4.8243 7.3782 1.1004
C 3.8609 6.4587 0.9138
O 3.4169 5.7388 1.7503
O 3.4424 6.4587 -0.3768
H 4.2425 7.3464 -2.0679
H 3.2834 8.4114 -1.0129
H 6.1085 7.3243 -0.5081
H 5.4752 8.9353 -0.0967
C -5.4601 1.5094 0.7755
C -4.5306 0.7139 1.6711
O -5.4022 -0.2893 2.2017
C -6.4448 -0.4466 1.3492
O -7.2519 -1.3135 1.4212
O -6.4328 0.5249 0.4065
H -4.9703 1.9089 -0.1073
H -5.9635 2.3160 1.3125
H -3.7323 0.2272 1.1069
H -4.0947 1.2983 2.4739
C -0.0513 0.1341 -1.1954
C -1.2415 0.4700 -2.0771
O -1.3375 -0.7066 -2.9001
C -0.7607 -1.7362 -2.2481
O -0.8221 -2.8738 -2.5976
O -0.1008 -1.3014 -1.1540
H -0.1219 0.5354 -0.1904
H 0.8987 0.4340 -1.6413
H -2.1615 0.5780 -1.5060
H -1.1036 1.3478 -2.6998
C -0.4067 -2.7464 -5.9271
C 1.0206 -3.2268 -6.1002
O 1.2308 -3.0588 -7.5064
C 0.3661 -2.1185 -7.9601
O 0.4038 -1.6347 -9.0442
O -0.5376 -1.8081 -7.0043
H -0.5944 -2.2584 -4.9780
H -1.1336 -3.5471 -6.0694
H 1.7370 -2.6023 -5.5630
H 1.1704 -4.2668 -5.8254
C 0.1235 -2.5217 1.1606
C 1.3784 -3.2946 1.5161
O 2.4156 -2.3613 1.1606
C 1.9001 -1.1238 1.1878
O 2.5254 -0.1127 1.0861
O 0.5558 -1.1610 1.3283
H -0.7172 -2.7267 1.8170
H -0.1782 -2.6637 0.1222
H 1.4479 -3.5057 2.5804
H 1.4975 -4.2168 0.9560
C 0.8530 -6.9580 5.5206
C 0.4842 -5.4912 5.3813
O 0.6117 -5.2878 3.9690
C 0.4731 -6.4846 3.3440
O 0.3679 -6.6108 2.1684
O 0.4760 -7.4882 4.2445
H 0.3114 -7.4758 6.3066
H 1.9253 -7.1060 5.6553
H -0.5483 -5.2911 5.6707
H 1.1501 -4.8171 5.9125
*
```

Summary:
Electronic energy: -147195.34469 eV

---

ORCA calculation (wB97M-V/def2-TZVPD) on a structure of composition C3OS7.

Geometry as ORCA input:
```
! wB97M-V def2-TZVPD RIJCOSX def2/J DEFGRID3
* xyz 0 1
C 2.8169 -0.1517 0.0037
C 0.2184 -0.5235 -0.1038
C 0.2503 0.7571 -0.2802
O 3.9702 -0.2834 0.2287
S 1.5413 -1.5384 0.4464
S 2.0161 1.3896 -0.3716
S -1.0497 1.9978 -0.4922
S -2.0267 1.2376 1.0270
S -3.8124 0.2393 0.2970
S -2.7637 -1.3182 -0.8738
S -1.1607 -1.8063 0.1187
*
```

Summary:
Electronic energy: -81004.07002 eV

---

ORCA calculation (wB97M-V/def2-TZVPD) on a structure of composition C24H23CdN4STe.

Geometry as ORCA input:
```
! wB97M-V def2-TZVPD RIJCOSX def2/J DEFGRID3
* xyz -1 1
Cd 0.7831 -0.4709 0.3171
N 3.1063 2.5655 -2.1416
C 2.4752 1.8366 -1.1638
S 3.0104 0.2172 -1.0008
N 1.6347 2.4842 -0.4020
N 0.9778 1.7751 0.5265
C 0.5038 2.3854 1.5798
C -0.0757 1.6344 2.6357
C -0.4547 2.2434 3.8537
C -0.8976 1.4708 4.8952
C -1.0105 0.0847 4.7122
C -0.6514 -0.4388 3.4844
N -0.1854 0.2817 2.4738
H 3.5842 2.0094 -2.8291
H 2.6331 3.3914 -2.4668
H 0.6181 3.4633 1.6907
H -0.3681 3.3164 3.9588
H -1.1528 1.9155 5.8467
H -1.3619 -0.5578 5.5055
H -0.7308 -1.5044 3.2898
C -5.0804 0.2016 0.1215
Te -2.9356 0.0148 0.5147
C -2.9659 -2.0840 0.0036
H -5.6565 -0.3511 0.8538
H -5.3269 -0.1562 -0.8702
H -5.3510 1.2464 0.1902
H -3.4342 -2.2235 -0.9641
H -3.5016 -2.6551 0.7532
H -1.9363 -2.4242 -0.0456
C 0.4121 -2.4901 -0.0139
C 0.3134 -3.7026 -0.0719
C 0.1605 -5.1004 -0.0851
C 0.1947 -5.7722 -1.3468
C -0.3413 -7.0622 -1.5433
C -0.2919 -7.6854 -2.7706
C 0.2693 -7.0458 -3.8678
C 0.7373 -5.7455 -3.7170
C 0.6977 -5.1178 -2.4934
C -0.0195 -5.7262 1.1945
C 0.3320 -7.0635 1.4651
C 0.1504 -7.6133 2.7159
C -0.3738 -6.8617 3.7582
C -0.6904 -5.5293 3.5260
C -0.5098 -4.9720 2.2816
H -0.8430 -7.5516 -0.7207
H -0.7184 -8.6769 -2.8847
H 0.3175 -7.5429 -4.8278
H 1.1358 -5.2209 -4.5780
H 1.0670 -4.1051 -2.3976
H 0.7947 -7.6548 0.6881
H 0.4384 -8.6431 2.8909
H -0.5169 -7.3006 4.7368
H -1.0881 -4.9235 4.3324
H -0.7606 -3.9318 2.1182
*
```

Summary:
Energy relative to the best compared isomer or geometry (same formula, charge and spin): 93.3 kJ/mol

---

ORCA calculation (wB97M-V/def2-TZVPD) on a structure of composition C21H29Br2Cl17N3O3.

Geometry as ORCA input:
```
! wB97M-V def2-TZVPD RIJCOSX def2/J DEFGRID3
* xyz 1 1
C -2.7940 -1.7425 -1.0090
C -2.5601 -1.7213 -2.6504
Br -3.8963 -2.6640 -3.8353
C -1.3917 -1.0485 -3.3269
Br -1.0997 -0.9935 -5.3194
C -0.2552 -0.2985 -2.3988
N -0.2539 1.2230 -2.2732
C 0.7589 1.9775 -1.3875
N 0.5674 3.5055 -1.3622
C 1.9206 1.1766 -0.5308
C 1.9380 -0.4914 -0.6546
C 3.0301 -1.4027 0.2015
O 2.4762 -2.3863 0.9640
O 4.4682 -1.0972 0.1463
C 5.2946 -2.2170 0.6229
C 5.4208 -2.3158 2.2652
N 6.4506 -1.8125 3.0241
C 0.8458 -1.2676 -1.5990
C 0.7196 -2.8858 -1.8278
C 1.3931 -3.2319 -3.3149
O 0.9486 -4.2165 -4.1175
Cl 2.8576 -2.1915 -3.7985
H -2.3746 -2.7384 -0.5553
H -3.9478 -1.6526 -0.7202
H -2.2698 -0.8210 -0.4604
H -0.9944 1.7779 -2.7920
H 1.0795 3.8868 -0.5103
H -0.4682 3.6053 -1.1408
H 2.6891 1.7725 0.1289
H 4.9529 -3.2631 0.2023
H 6.3940 -2.0307 0.2077
H 4.5199 -2.8647 2.8213
H 6.1605 -2.0379 4.0222
H 1.2988 -3.5470 -1.0551
H -0.3913 -3.2900 -1.8637
C -0.1629 2.2276 2.7980
Cl 0.8406 2.4802 4.2313
Cl 0.8233 1.7724 1.4032
H -0.8803 1.4291 3.0023
H -0.6964 3.1534 2.5696
C 2.6447 -3.0453 5.6851
Cl 4.1169 -2.8065 6.6343
Cl 3.0281 -3.4953 4.0190
H 2.0525 -3.8421 6.1416
H 2.0704 -2.1157 5.6794
C -4.0634 2.9948 4.3532
Cl -2.5913 3.2336 5.3024
Cl -3.6801 2.5448 2.6872
H -4.6556 2.1979 4.8097
H -4.6378 3.9244 4.3476
C -6.2301 -4.4052 -1.3965
Cl -6.0161 -4.7092 0.3318
Cl -7.0281 -2.8525 -1.6753
H -5.2501 -4.3933 -1.8797
H -6.8429 -5.2021 -1.8247
C -0.9775 3.8621 -5.1104
Cl -1.9989 2.8640 -4.0684
Cl -1.2803 3.5165 -6.8174
H -1.1938 4.9156 -4.9168
H 0.0713 3.6534 -4.8857
C -0.8813 -2.5624 3.6335
Cl -0.6672 -2.8664 5.3617
Cl -1.6793 -1.0098 3.3547
H 0.0988 -2.5505 3.1503
H -1.4941 -3.3594 3.2053
C -3.7747 5.3722 -0.4987
Cl -2.1776 4.6217 -0.6058
Cl -4.2306 5.6601 1.1849
H -3.7555 6.3267 -1.0303
H -4.5111 4.7086 -0.9583
C 4.5229 3.1120 -2.8148
Cl 3.5015 2.1139 -1.7728
Cl 4.2200 2.7665 -4.5218
H 4.3066 4.1655 -2.6212
H 5.5717 2.9034 -2.5901
*
```

Summary:
Electronic energy: -385804.06341 eV

---

ORCA calculation (wB97M-V/def2-TZVPD) on a cluster of 5 separate species, CH14NO4 in total.

Geometry as ORCA input:
```
! wB97M-V def2-TZVPD RIJCOSX def2/J DEFGRID3
* xyz 1 1
C -2.0275 0.8215 0.8045
N -1.5413 -0.2250 -0.1129
H -3.0028 1.0743 0.3042
H -1.9443 0.4713 1.8360
H -1.3041 1.6890 0.7066
H -1.6404 -0.1042 -1.1399
H -2.0648 -1.1618 -0.1951
H -0.5413 -0.4454 -0.0704
H -0.4236 -0.2135 -3.4509
H 0.7829 -0.2648 -2.5627
O -0.0386 0.2061 -2.6528
H 1.5566 2.7588 1.7669
H 2.2601 2.2018 2.7544
O 1.4982 1.9972 2.2835
H 0.9095 0.1801 1.0983
H 1.7921 -1.1990 1.4132
O 1.1747 -0.7180 0.7616
H 1.4588 -1.7406 -0.5884
H 1.7805 -3.1045 -1.5126
O 1.3154 -2.2232 -1.4437
*
```

Summary:
Energy relative to the best compared isomer or geometry (same formula, charge and spin): 185.3 kJ/mol

---

ORCA calculation (wB97M-V/def2-TZVPD) on a structure of composition C24H36AsCl3F3NO3S5SeSi2Tc.

Geometry as ORCA input:
```
! wB97M-V def2-TZVPD RIJCOSX def2/J DEFGRID3
* xyz 1 1
Tc 1.1590 -1.5873 1.6871
C -1.5200 1.7305 -0.0506
C -0.0241 1.4408 -0.0197
C 0.6094 2.0234 1.2238
C 0.6550 1.9952 -1.2610
O 0.2017 -0.0282 0.0392
Si -0.3160 -1.1615 -1.0817
S 0.6777 -2.8607 -0.2406
O 0.2127 -0.8128 -2.5578
C 0.8242 -1.4551 -3.7081
C 0.5958 -0.5141 -4.8724
C 2.3102 -1.6086 -3.4346
C 0.1843 -2.8114 -3.9644
O -1.9124 -1.2736 -0.9233
C -3.1018 -1.4842 -1.7318
C -3.0160 -0.6786 -3.0196
C -3.2213 -2.9707 -2.0181
C -4.2659 -0.9971 -0.8906
H -1.6858 2.8075 0.0358
H -2.0343 1.2293 0.7694
H -1.9745 1.3859 -0.9831
H 0.2608 3.0498 1.3680
H 1.6998 2.0431 1.1393
H 0.3240 1.4417 2.1045
H 0.6310 3.0890 -1.2272
H 0.1607 1.6663 -2.1774
H 1.7009 1.6694 -1.2980
H 1.0899 0.4449 -4.6920
H -0.4726 -0.3333 -5.0106
H 0.9971 -0.9471 -5.7928
H 2.7375 -0.6401 -3.1528
H 2.8223 -1.9676 -4.3314
H 2.4830 -2.3328 -2.6324
H -0.8710 -2.7064 -4.2251
H 0.2697 -3.4598 -3.0863
H 0.6892 -3.3043 -4.7971
H -2.1751 -1.0001 -3.6364
H -2.8943 0.3881 -2.8022
H -3.9361 -0.8065 -3.5964
H -2.3430 -3.3327 -2.5623
H -4.1091 -3.1698 -2.6237
H -3.3045 -3.5339 -1.0846
H -4.1536 0.0664 -0.6599
H -4.3229 -1.5516 0.0494
H -5.2036 -1.1372 -1.4357
S 4.2238 -2.5424 3.4392
As 2.6343 -3.4207 4.7555
S 0.8739 -0.5689 3.6798
S 2.4994 -3.3007 2.5036
S 1.3969 -1.6942 5.3447
Se -2.5170 0.0452 3.0070
C -2.8787 1.8052 3.6108
C -1.8435 2.5903 4.1091
C -2.1192 3.8749 4.5557
C -3.4194 4.3660 4.5006
C -4.4488 3.5800 3.9949
C -4.1825 2.2913 3.5460
H -0.8344 2.1951 4.1529
H -1.3196 4.4932 4.9490
H -3.6312 5.3680 4.8563
H -5.4597 3.9669 3.9529
H -4.9740 1.6677 3.1506
Cl -2.6034 -1.0365 4.8930
Si -0.7270 -2.9828 2.1590
Cl -2.6897 -2.9854 1.6888
Cl -0.4551 -4.7777 3.1004
F 5.7301 3.1342 -0.7207
C 6.1820 1.8909 -0.5144
F 6.6320 1.4085 -1.6747
F 7.2048 1.9603 0.3429
C 5.0747 1.0314 0.0463
C 4.6113 1.2652 1.3271
C 3.5676 0.5055 1.8099
N 2.9757 -0.4634 1.0891
C 3.4693 -0.6989 -0.1463
C 4.5071 0.0238 -0.6974
H 5.0458 2.0364 1.9513
H 3.1753 0.6719 2.8020
H 3.0045 -1.4964 -0.7048
H 4.8564 -0.2082 -1.6949
*
```

Summary:
Energy relative to the best compared isomer or geometry (same formula, charge and spin): 74.5 kJ/mol